# 1
The following is a DFT calculation (ωB97M-V with the def2-TZVPD basis set) of a single C20H29N3O2 molecule in a non-equilibrium geometry.

Summary:
ΔE to the lowest compared entry with this formula, charge and spin ... 38.1 kcal per mole
Charge ... 0
SMILES ... CCOc1c2ccc(C(=O)N[C@H](C)C3CCCCC3)cc2nn1CC
Electronic energy ... -1094.274868 Ha
Kohn-Sham gap ... 8.32 eV

Geometry as XYZ:
```
54
Properties=species:S:1:pos:R:3:lowdin_charge:R:1
C -6.322 3.484 -1.686 -0.060
C -5.025 2.697 -1.600 -0.242
O -4.600 2.713 -0.248 -0.017
C -3.480 2.020 0.056 -0.210
C -2.539 1.273 -0.662 -0.080
C -2.303 0.916 -2.004 -0.023
C -1.214 0.146 -2.289 -0.026
C -0.326 -0.311 -1.283 -0.130
C 0.836 -1.131 -1.736 -0.451
O 1.348 -0.990 -2.831 0.066
N 1.259 -2.053 -0.840 0.102
C 2.387 -2.926 -1.076 -0.334
C 1.957 -4.383 -0.913 -0.039
C 3.591 -2.550 -0.187 -0.285
C 3.284 -2.611 1.311 -0.168
C 4.530 -2.269 2.124 -0.201
C 5.042 -0.879 1.763 -0.210
C 5.339 -0.798 0.269 -0.201
C 4.096 -1.150 -0.543 -0.163
C -0.518 0.033 0.032 0.041
C -1.627 0.829 0.357 -0.230
N -1.997 1.270 1.560 0.129
N -3.111 1.974 1.351 -0.097
C -3.778 2.633 2.442 -0.171
C -3.433 4.119 2.482 -0.066
H -7.078 3.028 -1.053 0.079
H -6.676 3.497 -2.713 0.079
H -6.160 4.506 -1.353 0.079
H -5.181 1.661 -1.927 0.129
H -4.255 3.157 -2.233 0.128
H -2.959 1.243 -2.796 0.099
H -0.990 -0.138 -3.306 0.114
H 0.759 -2.165 0.026 0.131
H 2.673 -2.752 -2.120 0.144
H 2.802 -5.046 -1.081 0.081
H 1.180 -4.622 -1.636 0.081
H 1.563 -4.566 0.084 0.070
H 4.387 -3.271 -0.405 0.149
H 2.935 -3.607 1.589 0.108
H 2.498 -1.892 1.554 0.113
H 4.299 -2.316 3.191 0.108
H 5.310 -3.007 1.919 0.115
H 5.943 -0.652 2.337 0.106
H 4.285 -0.135 2.022 0.114
H 5.677 0.207 0.010 0.108
H 6.143 -1.495 0.022 0.113
H 4.321 -1.100 -1.610 0.121
H 3.310 -0.420 -0.340 0.120
H 0.162 -0.253 0.819 0.114
H -3.445 2.137 3.356 0.121
H -4.856 2.500 2.317 0.123
H -3.765 4.604 1.567 0.069
H -2.358 4.250 2.582 0.078
H -3.926 4.591 3.327 0.072
```

***

# 2
The following is a DFT calculation (ωB97M-V with the def2-TZVPD basis set) of 14 unconnected molecules or ions with the total composition C14H56N28O14 in a non-equilibrium geometry.

Summary:
ΔE to the lowest compared entry with this formula, charge and spin ... 341.1 kcal per mole
Charge ... 0
Electronic energy ... -3153.743004 Ha
Kohn-Sham gap ... 9.05 eV

Geometry as XYZ:
```
112
Properties=species:S:1:pos:R:3:lowdin_charge:R:1
C -1.823 5.390 7.077 -0.868
O -1.494 4.896 6.051 0.068
N -2.330 4.769 8.054 0.166
N -1.733 6.653 7.358 0.162
H -2.329 3.762 8.124 0.130
H -2.289 5.334 8.890 0.107
H -1.491 7.284 6.607 0.130
H -1.987 6.893 8.306 0.106
C -6.932 2.577 -3.929 -0.857
O -6.598 2.950 -5.046 0.024
N -7.953 3.051 -3.292 0.159
N -6.299 1.786 -3.216 0.176
H -8.418 3.865 -3.666 0.124
H -8.153 2.643 -2.390 0.108
H -6.800 1.401 -2.428 0.125
H -5.409 1.503 -3.601 0.141
C -3.855 7.395 -0.140 -0.809
O -3.384 8.362 0.475 0.004
N -4.471 7.357 -1.248 0.172
N -3.492 6.215 0.172 0.150
H -4.869 8.155 -1.723 0.129
H -4.622 6.441 -1.647 0.116
H -3.035 5.933 1.027 0.128
H -3.564 5.457 -0.492 0.111
C -7.673 1.264 3.871 -0.860
O -7.369 1.880 2.883 0.050
N -8.622 0.482 4.095 0.176
N -7.173 1.585 5.013 0.145
H -9.087 0.155 3.260 0.134
H -8.665 0.022 4.993 0.125
H -7.243 1.006 5.837 0.108
H -6.374 2.203 5.020 0.122
C -0.756 -1.748 8.420 -0.798
O -0.985 -2.017 7.242 0.007
N -1.670 -1.155 9.137 0.155
N 0.241 -2.253 9.048 0.172
H -2.510 -0.907 8.633 0.117
H -1.749 -1.084 10.141 0.108
H 0.222 -2.099 10.047 0.111
H 1.050 -2.626 8.572 0.128
C -0.954 6.703 -6.676 -0.871
O -0.741 5.687 -7.270 0.055
N -0.620 6.869 -5.415 0.155
N -1.538 7.693 -7.139 0.178
H -0.561 7.826 -5.098 0.100
H -0.039 6.204 -4.923 0.116
H -1.817 8.500 -6.600 0.128
H -1.893 7.431 -8.047 0.138
C 2.481 -7.031 1.154 -0.792
O 2.377 -8.064 0.523 0.019
N 1.455 -6.624 1.875 0.152
N 3.641 -6.563 1.470 0.167
H 1.583 -5.950 2.616 0.102
H 0.603 -7.160 1.795 0.118
H 3.577 -5.755 2.073 0.106
H 4.516 -6.894 1.091 0.127
C 4.937 -0.446 5.122 -0.745
O 4.702 -1.287 4.277 0.015
N 4.675 0.856 4.943 0.154
N 5.556 -0.805 6.259 0.147
H 4.211 1.143 4.093 0.112
H 4.765 1.569 5.654 0.102
H 5.702 -1.804 6.249 0.113
H 5.773 -0.130 6.979 0.103
C 6.286 -7.667 -5.580 -0.782
O 6.139 -8.618 -6.259 0.079
N 5.459 -6.642 -5.564 0.147
N 7.248 -7.423 -4.673 0.137
H 5.633 -5.997 -4.807 0.097
H 4.755 -6.472 -6.268 0.121
H 7.762 -8.138 -4.179 0.109
H 7.263 -6.506 -4.250 0.090
C 6.288 2.832 -7.413 -0.788
O 6.052 3.911 -7.890 0.051
N 7.464 2.262 -7.606 0.139
N 5.537 2.083 -6.645 0.161
H 8.144 2.990 -7.772 0.114
H 7.731 1.405 -7.143 0.101
H 5.972 1.367 -6.080 0.104
H 4.597 2.282 -6.332 0.119
C -0.106 -0.168 -0.155 -0.774
O -0.544 0.483 -1.118 -0.010
N 1.066 -0.785 -0.283 0.155
N -0.735 -0.307 0.949 0.171
H 1.624 -0.923 -1.114 0.118
H 1.489 -0.913 0.625 0.097
H -0.409 -0.628 1.850 0.120
H -1.494 0.355 1.020 0.124
C 8.351 -1.467 -1.982 -0.832
O 7.245 -1.644 -2.542 -0.004
N 9.459 -1.645 -2.569 0.168
N 8.542 -1.060 -0.805 0.157
H 10.189 -1.751 -1.880 0.124
H 9.375 -2.028 -3.500 0.133
H 7.746 -0.962 -0.192 0.128
H 9.229 -0.338 -0.642 0.126
C -1.161 -1.859 -7.961 -0.801
O -1.391 -2.966 -8.361 0.050
N -0.605 -0.911 -8.664 0.150
N -1.677 -1.343 -6.867 0.149
H -0.525 0.063 -8.409 0.111
H -0.317 -1.151 -9.602 0.117
H -1.252 -0.511 -6.481 0.107
H -2.320 -1.926 -6.351 0.117
C -5.605 -6.592 4.613 -0.839
O -5.749 -6.237 5.720 0.077
N -4.892 -5.997 3.669 0.158
N -6.234 -7.635 4.171 0.153
H -4.365 -5.184 3.954 0.116
H -5.043 -6.249 2.702 0.105
H -6.763 -8.114 4.886 0.121
H -6.155 -8.025 3.242 0.110
```

***

# 3
The following is a DFT calculation (ωB97M-V with the def2-TZVPD basis set) of 4 unconnected molecules or ions with the total composition CH10NO4 in a non-equilibrium geometry.

Summary:
ΔE to the lowest compared entry with this formula, charge and spin ... 9.7 kcal per mole
Charge ... -1
Electronic energy ... -399.849864 Ha
Kohn-Sham gap ... 9.51 eV

Geometry as XYZ:
```
16
Properties=species:S:1:pos:R:3:lowdin_charge:R:1
N 2.997 1.425 -0.364 -0.024
C 2.101 0.455 0.228 -0.386
O 1.663 -0.559 -0.722 -0.176
H 2.344 1.969 -0.952 0.061
H 3.589 0.927 -1.026 0.051
H 2.726 -0.057 0.988 0.097
H 1.205 0.908 0.630 0.093
H -1.912 0.665 0.943 -0.007
H -2.440 0.032 2.348 0.009
O -2.425 0.832 1.805 -0.155
H -1.949 -1.276 -0.520 -0.010
H -2.878 -1.758 -1.513 0.011
O -2.651 -2.026 -0.593 -0.173
H 0.628 -0.356 -0.693 0.022
H -0.998 0.481 -1.068 -0.033
O -0.847 -0.012 -0.255 -0.380
```